1.
The following is a DFT calculation (ωB97M-V/def2-TZVPD) of the molecule C2H4BrNO2.

Geometry as XYZ:
```
10
Properties=species:S:1:pos:R:3:mulliken_charge:R:1
C -0.792 -0.020 1.292 -0.5336
O 0.538 -0.279 1.007 -0.2652
Br 1.219 0.618 -2.961 -0.2308
O 0.217 -1.532 -1.533 -0.3424
H -1.115 -0.671 2.077 0.2436
H -0.979 0.989 1.613 0.2589
N 0.954 0.257 -0.148 -0.1919
H 0.715 1.302 -0.246 0.3012
C 0.604 -0.453 -1.373 0.5199
H -1.362 -0.211 0.273 0.2403
```

Energy above the lowest of the compared OMol25 structures with the same formula, charge and spin: 2.101 eV
SMILES string: CONC(=O)Br
Charge: 0
Frontier orbital gap: 11.0 eV
HOMO level: -10.35 eV


2.
The following is a DFT calculation (ωB97M-V/def2-TZVPD) of a structure of composition C33H52AuGeN4SSi2.

Geometry as XYZ:
```
94
Properties=species:S:1:pos:R:3:mulliken_charge:R:1
H 2.904 6.195 -0.838 0.2892
C -5.568 -8.471 1.772 -0.4704
Si 2.151 -4.392 -0.191 0.3657
H -0.248 4.654 2.903 0.3559
H 0.742 6.702 -0.775 0.2163
C -5.136 -6.235 1.080 0.3290
C -0.019 6.413 -0.050 -1.3856
N -3.170 -5.242 1.050 0.1534
H 3.492 -4.290 -2.267 0.3291
C -3.282 -7.650 1.832 -0.9020
H 1.169 7.202 2.286 0.5176
C -4.202 -8.661 2.034 -0.4487
C -2.812 4.131 -1.822 -1.4453
Au 0.421 0.919 -0.664 -0.0250
H -7.101 -7.115 1.094 0.4261
H -2.181 -5.050 1.000 0.0616
H -2.750 5.055 -1.244 0.4029
H -5.451 -2.877 -1.246 0.4501
H -1.861 1.092 -2.860 0.1761
H -1.399 4.650 1.564 0.3597
C 2.932 5.281 -1.435 -1.7190
C -0.127 4.726 -3.395 -1.3649
H 2.125 5.332 -2.166 0.1351
H -0.275 -3.956 -0.328 0.3205
H -0.436 7.335 0.378 0.5318
H 0.626 2.480 2.395 0.3236
H 2.147 3.358 2.664 0.2704
H 3.928 4.881 1.143 0.2700
C -4.566 -2.405 -0.840 -0.6869
H -2.118 -2.830 1.459 0.5763
C 3.067 2.808 -1.481 -1.8164
Si 1.176 3.824 0.381 -0.4913
C 2.848 4.019 -0.567 3.2622
C 3.898 -0.628 1.817 -0.0649
C -2.708 -2.396 0.663 -0.8560
C -2.340 -1.173 0.128 -0.6493
H -0.374 1.454 -3.747 0.3869
H -2.229 -7.795 2.037 0.4156
C 1.614 6.307 1.831 -2.0411
H -4.622 -0.679 -2.123 0.3915
H 0.839 4.351 -3.738 0.3733
C -4.107 -1.186 -1.314 -0.3629
H 3.053 1.866 -0.927 0.1664
C 3.083 -5.883 0.500 -1.1979
H -3.862 -9.620 2.403 0.3697
C -6.049 -7.266 1.297 -0.6743
H 2.099 1.894 1.653 -0.2710
H 5.246 -1.921 2.875 0.3769
S 1.045 -1.362 -0.745 -0.4840
H 2.700 -6.794 0.031 0.2847
C 2.365 -1.549 0.383 -0.1589
H -3.373 4.338 -2.737 0.4361
H 4.958 4.176 -0.107 0.5469
H 3.880 5.283 -1.988 0.5319
H 4.294 0.286 2.254 0.3691
H 4.044 2.892 -1.976 0.5437
H -1.034 6.159 2.411 0.5190
C 1.558 2.804 1.926 -0.8210
H 4.074 3.127 1.009 0.1998
H -0.822 5.909 -0.593 -0.1393
H 2.049 5.712 2.638 0.3034
H -1.910 2.169 -4.284 0.4014
H 2.070 -5.317 -2.487 0.3416
C -4.158 -4.403 0.600 0.2643
H 2.427 6.641 1.184 0.3236
Ge -1.022 3.407 -2.228 0.7417
H -0.760 4.874 -4.273 0.5048
C 4.012 4.054 0.435 -1.8454
H 0.026 5.692 -2.914 0.3417
C 0.545 5.525 1.061 2.4353
C 3.882 -2.979 1.563 -0.0024
H 2.300 2.743 -2.256 0.1895
H 2.954 -5.991 1.580 0.3152
C -0.599 5.221 2.040 -2.0856
H 0.058 -5.708 -0.174 0.4224
C 4.433 -1.851 2.164 -1.0893
C 2.427 -4.387 -2.038 -1.1217
C -3.822 -3.047 0.149 0.6745
C -3.775 -6.440 1.355 0.7660
C -0.169 2.942 -0.540 -0.5506
H -1.459 -0.658 0.491 0.7309
H 4.281 -3.957 1.810 0.2965
H 4.154 -5.830 0.289 0.3050
N -5.342 -4.950 0.606 -0.7560
H 1.905 -3.548 -2.500 0.3002
N -3.001 -0.601 -0.865 -0.2477
H 0.132 -4.651 1.255 0.4152
N 2.898 -0.463 0.954 0.0428
H -6.255 -9.289 1.947 0.3651
H -3.365 3.390 -1.241 0.3612
H -1.018 2.926 0.161 0.5715
C 2.839 -2.864 0.659 0.1426
C 0.332 -4.708 0.180 -1.1516
C -1.325 1.868 -3.409 -1.2643
```

Energy above the lowest of the compared OMol25 structures with the same formula, charge and spin: 0.693 eV
Charge: -1
Frontier orbital gap: 7.0 eV
HOMO level: -4.76 eV


3.
The following is a DFT calculation (ωB97M-V/def2-TZVPD) of a cluster of 2 separate species, C10H20ClN2O in total.

Geometry as XYZ:
```
34
Properties=species:S:1:pos:R:3:mulliken_charge:R:1
H 1.652 -4.091 0.680 0.4663
H 2.434 -0.814 -0.691 0.2316
H -0.537 1.439 -1.144 0.0344
H -1.470 -2.819 -0.831 0.4071
H -3.577 4.146 -1.286 0.3141
N -1.551 -1.004 0.172 0.1279
H 0.652 -1.022 2.042 0.1836
H 1.577 -3.011 -0.702 0.3343
C -2.492 4.125 -1.279 -1.3766
H -2.224 -0.450 -0.371 0.2683
H 1.026 3.237 -0.318 0.2874
H -2.120 4.588 -2.192 0.3810
H 1.028 3.142 -2.085 0.3068
C -0.765 -2.086 -0.436 -1.0362
C -0.201 -1.692 1.889 -0.9927
C 2.678 -0.777 0.374 -0.9868
Cl -0.866 -4.204 1.245 -0.1441
C 1.477 -3.058 0.385 -1.1557
C 2.564 -2.175 1.001 -0.6982
H 2.054 -0.023 0.861 0.2585
H -2.129 4.698 -0.425 0.3677
H 3.703 -0.414 0.442 0.4094
H 0.055 4.365 -1.266 0.3575
O -2.852 1.760 -1.134 -0.6600
H 3.510 -2.689 0.827 0.3894
C 0.408 3.341 -1.210 -0.8866
H -1.831 -0.088 1.993 0.5086
C 0.007 -2.715 0.749 1.3610
N -0.720 2.429 -1.164 -0.0599
H -0.431 -2.121 2.864 0.4704
H -0.179 -1.756 -1.294 0.3533
H 2.461 -2.121 2.088 0.4367
C -1.296 -0.827 1.407 -0.1980
C -2.050 2.690 -1.188 0.9391
```

Energy above the lowest of the compared OMol25 structures with the same formula, charge and spin: 0.113 eV
Charge: +1
Frontier orbital gap: 8.7 eV
HOMO level: -12.81 eV


HOMO level of number 3 (C10H20ClN2O)?
-12.81 eV


Which of these has the highest energy above the lowest of the compared OMol25 structures with the same formula, charge and spin?
C2H4BrNO2